# 1
DFT (wB97M-V/def2-TZVPD) results for an isolated molecule of C9H11NO5.

```
26
Properties=species:S:1:pos:R:3:forces:R:3
C -3.228 1.136 0.547 -2.595 -1.705 -0.755
H 3.436 -2.731 1.352 -0.979 -0.112 -0.360
N 0.969 1.235 -0.429 -1.528 1.434 -0.643
C -2.550 -0.028 0.125 0.959 0.469 0.436
C -2.486 2.329 0.564 0.611 4.573 0.983
H -3.111 -0.920 0.189 -0.298 -0.974 -0.425
H 2.024 -1.483 1.351 0.836 -0.060 0.882
H -0.480 -3.197 -0.929 -1.626 2.066 -0.987
H -0.650 3.312 0.520 -0.197 -0.927 -0.785
C -1.238 -2.284 -1.066 0.229 -2.050 0.653
H 2.079 -2.367 -0.008 1.132 -0.895 0.421
C -1.173 2.369 0.245 -1.030 4.246 1.970
C 2.784 -2.041 0.796 -1.270 0.354 -0.749
C 3.332 0.024 -0.312 -2.533 -0.666 1.811
O 3.741 -1.159 0.197 -0.744 1.649 -0.715
C -1.203 -0.008 -0.192 -2.403 -3.259 -0.506
H -2.920 3.342 0.947 0.581 -2.185 -0.712
H 2.390 2.419 -0.471 -1.153 0.382 0.677
H -2.057 -2.544 -0.384 0.150 0.118 0.052
C -0.521 1.253 -0.094 6.871 -3.335 -1.577
H -4.349 1.189 0.476 1.302 -0.269 0.279
O 1.897 0.224 0.023 0.754 -2.406 0.937
O -0.527 -1.153 -0.627 0.160 2.073 0.293
O 4.061 0.815 -0.769 0.314 1.167 -1.015
H -1.736 -2.154 -2.067 1.026 -0.147 0.670
O 1.513 2.421 0.013 1.431 0.458 -0.835
```
Forces are in eV/Å.

Summary:
total charge: 0
M: 213.2 g mol⁻¹
energy above the lowest of the compared OMol25 structures with the same formula, charge and spin: 5.1258 eV
2S+1: 3
HOMO energy (spin up / spin down): -4.754 / -8.889 eV
calculated total energy: -21229.2999 eV
frontier orbital gap (spin up / spin down): 5.42 / 6.49 eV
⟨S²⟩: 2.033
largest force on an atom: 7.80 eV/Å

# 2
DFT (wB97M-V/def2-TZVPD) results for a structure of composition C28H36Cl2CrF6N3O8S3.

```
87
Properties=species:S:1:pos:R:3:forces:R:3
N -1.903 -0.765 3.561 0.107 -0.008 -0.041
C -1.841 -1.504 4.815 -0.022 -0.005 0.029
Cl 0.012 2.529 -0.466 -0.115 0.286 -0.009
O -1.844 0.057 -0.881 0.268 0.170 0.175
S 1.599 0.862 1.671 -0.233 -0.006 0.059
H -0.404 1.698 -2.894 -0.011 0.012 0.105
H -0.831 -5.982 0.240 0.007 0.003 0.001
C -0.948 -0.853 2.628 0.032 0.103 0.032
C 3.523 -1.275 0.112 0.025 0.014 -0.094
C 0.177 -2.977 0.116 0.015 0.082 -0.050
H 0.566 2.298 -4.240 -0.010 0.001 0.003
H -0.773 -0.884 -2.665 -0.027 -0.063 -0.071
F -2.220 3.412 2.447 -0.027 -0.040 -0.047
O 1.204 -1.965 2.030 -0.069 0.007 0.138
C 0.211 -1.782 3.002 -0.054 -0.035 -0.013
H 2.132 -3.342 0.902 -0.071 -0.045 0.025
N -3.076 1.790 0.354 -0.146 0.044 0.019
H 4.631 -0.760 -5.409 0.005 -0.018 -0.012
C 2.131 -0.090 -2.510 -0.074 -0.206 0.055
F -3.671 4.996 2.218 -0.056 -0.084 -0.016
O -5.254 3.084 0.236 -0.008 0.062 0.036
H 0.836 -3.990 1.929 -0.024 0.015 -0.004
H 3.741 -2.277 -0.269 0.038 -0.013 -0.039
C -0.200 1.576 -3.952 -0.041 0.006 0.021
H 3.964 -1.180 1.105 0.001 0.003 0.025
Cl 2.663 2.431 4.225 -0.004 -0.003 -0.013
C 0.341 4.693 1.092 0.056 -0.035 0.072
Cr 0.181 0.177 -0.066 -0.057 0.033 -0.143
C -0.725 -0.903 -3.751 -0.032 -0.026 0.026
F -4.299 3.049 2.929 0.009 -0.061 0.025
H -0.240 5.209 0.341 -0.023 0.013 -0.026
F -4.162 -0.949 0.680 0.043 -0.005 0.062
C 4.104 -0.235 -0.846 -0.001 -0.008 0.004
C -3.016 0.167 3.414 0.012 0.008 -0.043
H 4.731 1.822 -0.963 0.033 0.000 -0.021
H -3.957 -0.378 3.483 -0.021 0.017 -0.007
H -0.943 -4.125 -2.478 0.007 0.005 -0.016
H 5.154 -0.512 -0.975 0.002 0.042 -0.012
C 1.130 -3.150 1.293 -0.092 -0.086 -0.018
H 3.093 1.629 -0.337 0.116 -0.004 -0.035
O 1.249 0.084 -1.493 -0.007 0.228 0.158
N -0.402 -4.042 -0.447 0.142 -0.021 0.045
C -0.002 -5.415 -0.189 -0.049 0.017 -0.007
H -0.410 -1.900 -4.068 0.000 0.013 -0.022
H 0.849 -5.466 0.480 0.021 -0.002 0.021
F -5.544 0.023 -0.673 0.063 0.009 0.041
C 4.096 1.205 -0.325 0.008 0.079 -0.098
O -0.062 -1.839 -0.296 -0.038 -0.278 -0.008
H -1.902 -2.583 4.657 -0.004 0.008 0.008
C 0.819 5.340 2.221 -0.010 -0.017 -0.032
H 0.286 -5.884 -1.131 -0.004 -0.006 0.009
H 0.254 0.069 -5.361 0.021 -0.013 0.007
C 1.675 -0.111 -3.844 0.044 0.033 -0.011
O -3.143 4.189 -0.450 0.053 -0.006 0.015
H 1.907 5.113 4.062 0.015 0.008 0.004
H -0.937 -1.275 5.381 -0.010 -0.003 -0.001
H -2.696 -1.207 5.416 0.017 -0.013 0.000
H 4.472 1.260 0.698 -0.009 0.003 0.003
H -1.707 -2.829 -1.538 -0.010 -0.012 -0.003
H -0.207 -2.748 3.308 0.023 0.007 0.022
C 1.771 3.275 2.996 0.028 0.018 0.041
H -1.730 -0.719 -4.137 -0.011 0.004 0.022
H 0.627 6.394 2.363 -0.005 0.008 0.007
H -2.230 -4.515 -1.314 -0.006 -0.002 -0.030
S -3.063 0.869 -0.890 0.041 -0.143 -0.027
H -1.119 1.820 -4.485 -0.064 -0.019 -0.008
C 1.535 4.628 3.171 -0.021 0.009 -0.011
C 4.365 -0.532 -3.292 0.007 -0.032 0.040
H 2.233 -0.375 -5.880 -0.006 -0.007 -0.016
C -4.313 -0.452 -0.553 -0.065 0.070 -0.018
C -3.476 3.684 2.090 -0.020 0.052 -0.060
C 0.248 0.152 -4.270 -0.063 -0.029 -0.042
O -1.015 -0.193 1.582 -0.144 -0.189 0.042
O -3.458 1.443 -2.135 0.056 -0.034 -0.047
C 0.606 3.346 0.957 0.018 -0.004 -0.010
H 5.413 -0.686 -3.064 0.017 0.004 -0.005
H 0.695 -1.341 3.877 0.007 0.032 -0.041
S -3.833 3.208 0.329 0.129 0.004 0.031
H 2.447 -1.176 0.217 0.183 -0.011 -0.051
H -2.952 0.657 2.451 -0.002 0.032 -0.038
C 3.935 -0.577 -4.603 -0.049 0.024 0.002
H -2.971 0.912 4.208 -0.010 0.026 0.003
C 3.495 -0.297 -2.231 0.104 -0.047 -0.038
C 2.593 -0.363 -4.858 0.074 0.042 0.030
F -4.151 -1.457 -1.419 0.010 0.002 -0.067
C 1.311 2.576 1.875 -0.004 -0.064 -0.028
C -1.379 -3.863 -1.513 -0.026 0.046 -0.017
```
Forces are in eV/Å.

Summary:
total charge: 0
M: 875.7 g mol⁻¹
2S+1: 2
HOMO energy (spin up / spin down): -7.789 / -7.786 eV
calculated total energy: -152747.7345 eV
frontier orbital gap (spin up / spin down): 7.20 / 7.60 eV
⟨S²⟩: 0.772
largest force on an atom: 0.36 eV/Å

# 3
DFT (wB97M-V/def2-TZVPD) results for a structure of composition C34H32KNO2P2.

```
72
Properties=species:S:1:pos:R:3:forces:R:3
C -0.039 0.850 5.562 0.012 0.014 0.068
C -1.667 3.402 2.106 0.032 0.006 0.002
H -1.311 5.509 2.008 0.033 0.010 -0.004
H 5.088 2.186 2.005 0.004 0.002 -0.008
P 2.971 0.349 0.987 -0.073 -0.042 -0.101
C -4.232 5.100 -4.538 -0.077 0.098 -0.064
H 2.067 3.101 3.051 0.003 0.026 0.001
K -0.783 -0.427 0.157 0.829 -0.467 0.549
H 3.151 0.910 3.294 0.014 0.048 -0.029
H 4.127 5.822 -0.028 -0.010 0.000 -0.002
C -5.125 0.394 -3.001 -0.143 -0.114 -0.041
C 2.929 4.121 -0.541 -0.039 0.015 -0.041
H -1.739 1.283 2.217 -0.014 -0.077 0.081
C 0.464 4.426 2.548 0.014 0.050 -0.003
C -2.313 2.809 -2.189 -0.016 -0.136 -0.059
H 1.889 2.273 -0.841 -0.037 -0.034 -0.005
C -3.838 3.897 -3.727 0.007 -0.019 0.018
H 6.277 -2.875 2.743 -0.005 0.002 0.001
N 2.546 0.429 2.637 -0.048 -0.146 0.036
H -0.743 1.542 5.116 0.011 -0.013 -0.031
H 5.393 0.619 -0.633 -0.015 -0.019 0.019
H 2.483 -1.564 7.200 -0.006 0.001 0.011
P 0.876 0.342 2.963 -0.115 -0.095 -0.169
C 4.604 -0.451 1.060 0.113 -0.008 0.051
H -2.706 3.474 1.810 -0.002 -0.009 -0.007
H -4.436 5.963 -3.901 0.023 -0.012 0.021
H -0.802 1.159 7.536 0.001 -0.006 0.009
H 7.535 -0.577 -0.641 0.004 -0.007 -0.002
C 4.472 2.730 1.296 -0.015 -0.041 0.047
H -4.540 -0.481 -3.285 0.022 0.001 0.010
H -5.549 0.192 -2.015 0.041 0.019 0.018
H 7.991 -2.329 1.046 0.001 0.001 0.007
C 4.713 4.073 1.070 -0.018 -0.002 -0.005
C 0.833 -0.230 7.526 -0.023 0.018 0.018
C -2.751 0.475 -1.340 -0.287 0.325 -0.227
C 3.447 2.068 0.617 0.071 0.121 -0.042
H -2.060 4.796 -2.939 -0.006 0.010 0.007
H 5.504 4.579 1.607 0.008 0.002 -0.005
H -5.513 2.716 -4.341 -0.010 0.002 0.003
O -3.039 0.559 -0.119 -0.154 0.115 0.152
H 2.534 -1.205 4.771 0.001 -0.010 -0.019
C 0.899 0.192 4.771 0.000 0.088 0.120
C 3.936 4.771 0.150 0.037 0.046 0.002
H 1.081 5.313 2.610 0.014 -0.009 0.010
C -1.031 2.827 -1.402 -0.031 0.150 0.201
C -0.879 4.537 2.207 -0.095 0.031 -0.006
O -2.121 -0.472 -1.868 -0.140 0.030 -0.423
C 5.576 -0.152 0.106 0.006 0.014 -0.041
C -4.270 1.627 -2.982 0.094 0.137 0.008
C -4.614 2.746 -3.733 0.010 -0.056 0.015
C 7.044 -1.806 1.050 0.026 0.014 -0.030
C -0.071 0.638 6.932 0.003 -0.004 0.011
C -3.116 1.669 -2.201 -0.171 -0.103 -0.069
C 1.772 -0.887 6.744 0.028 -0.015 0.016
C 6.787 -0.824 0.102 0.020 -0.028 0.005
H -0.808 3.823 -1.014 -0.017 0.008 -0.052
H -5.133 4.902 -5.118 0.012 -0.009 -0.003
C -2.688 3.909 -2.948 0.046 0.060 -0.043
H 2.324 4.657 -1.261 0.006 0.012 0.005
C 1.016 3.182 2.798 0.016 -0.116 0.027
H -0.181 2.514 -2.010 -0.003 -0.102 -0.067
H -5.950 0.501 -3.705 0.014 0.009 0.004
C 2.687 2.773 -0.306 -0.017 0.057 -0.018
C 6.082 -2.111 2.001 0.037 -0.036 0.023
H -3.445 5.392 -5.237 0.021 -0.023 0.019
H -1.122 2.173 -0.533 0.099 0.065 -0.012
C 4.868 -1.440 2.004 -0.008 -0.003 -0.009
C 1.802 -0.682 5.374 -0.002 -0.015 0.034
C -1.107 2.154 2.347 -0.094 0.085 -0.128
H 4.120 -1.686 2.746 -0.036 0.003 0.018
C 0.233 2.030 2.702 -0.014 0.090 0.115
H 0.807 -0.393 8.596 0.006 -0.001 0.001
```
Forces are in eV/Å.

Summary:
total charge: 0
M: 587.7 g mol⁻¹
energy above the lowest of the compared OMol25 structures with the same formula, charge and spin: 0.0947 eV
2S+1: 1
HOMO energy: -7.810 eV
calculated total energy: -76268.1132 eV
frontier orbital gap: 8.06 eV
largest force on an atom: 1.10 eV/Å

# 4
DFT (wB97M-V/def2-TZVPD) results for a structure of composition C27H20ClF9OPY.

```
60
Properties=species:S:1:pos:R:3:forces:R:3
H -2.110 -4.137 6.113 0.258 0.105 -0.298
H -2.070 0.514 2.752 -0.301 -0.042 -0.035
C 0.013 -2.910 3.090 -0.720 -0.183 0.314
H -6.846 -0.763 2.095 0.245 0.123 0.100
H 0.298 0.924 -3.842 -0.009 -0.027 0.222
C 4.322 0.990 -1.342 0.470 -0.658 0.533
C -1.518 -3.804 5.254 0.023 -0.070 0.249
C -2.165 -3.278 4.139 0.625 -0.079 -0.082
H 0.588 -2.510 2.258 -0.107 -0.072 0.137
C -0.962 0.401 -2.044 -0.631 0.852 -0.031
C -0.123 2.545 -2.362 -1.031 -0.189 -0.559
C -0.171 1.224 -2.910 -0.350 0.410 0.273
H -1.179 3.449 -0.591 0.320 -0.506 -0.101
C -3.454 -1.042 2.155 -0.520 0.237 0.146
C -0.124 -3.898 5.288 0.072 0.062 -0.279
C -0.920 2.562 -1.175 -0.337 -0.313 -0.794
C -2.999 -4.944 -1.729 0.026 -0.073 0.149
C -3.398 -2.811 -0.650 0.290 -0.660 0.169
C -3.573 -3.667 -1.734 0.092 -0.036 0.137
H -3.863 2.143 3.282 -0.198 -0.191 -0.069
Cl 0.597 0.889 1.722 0.215 -0.057 0.040
H -3.790 -1.796 -0.677 0.015 -0.199 0.011
C -3.122 0.240 2.643 -0.481 -0.347 -0.248
F 4.434 0.710 -0.013 -0.035 0.233 -1.633
H -4.148 -3.325 -2.592 0.133 -0.106 0.100
F 2.993 1.740 -3.738 0.816 0.796 0.488
H -1.271 -0.636 -2.215 0.319 0.452 0.162
H 0.347 3.411 -2.832 0.003 -0.424 0.314
H -2.144 0.968 -0.202 0.459 -0.063 -0.160
H -1.474 -4.850 1.324 -0.210 0.027 -0.164
H 1.726 -3.535 4.191 -0.264 -0.013 0.214
F 4.529 3.328 0.526 0.232 0.111 -1.264
H -5.056 -2.401 1.604 0.095 0.217 0.064
H -3.250 -3.203 4.115 0.176 0.027 -0.031
F 5.481 0.676 -1.965 -1.593 0.178 0.752
H -3.103 -5.595 -2.603 -0.020 0.236 0.387
Y 1.064 1.107 -0.727 0.645 -0.763 1.357
C 0.638 -3.463 4.194 0.055 -0.145 0.280
C -5.478 0.795 2.722 0.168 -0.080 -0.019
F 5.909 3.598 -1.171 -0.876 -0.053 0.288
C 3.737 2.713 -3.119 -0.262 0.349 -0.702
H -1.831 -6.374 -0.604 -0.081 0.181 -0.043
H -6.267 1.526 2.916 0.254 -0.272 -0.053
C 3.807 2.442 -1.580 -1.663 0.325 0.606
C -2.661 -3.253 0.471 0.052 -0.518 -0.469
C -4.136 1.151 2.923 -0.137 -0.159 0.032
F 3.303 0.108 -1.807 1.066 0.710 0.633
C -1.437 1.246 -0.986 -0.439 0.063 -0.581
F 4.961 2.744 -3.703 -1.055 -0.001 0.394
H 0.378 -4.304 6.168 -0.181 0.100 -0.253
C 4.600 3.538 -0.815 0.452 0.579 0.473
C -2.088 -4.537 0.479 -0.444 0.264 -0.259
C -4.798 -1.411 1.979 0.246 0.517 0.230
C -1.394 -2.836 3.056 0.314 -0.342 0.599
F 4.027 4.739 -1.061 0.691 -0.874 0.163
C -2.274 -5.379 -0.612 -0.121 0.103 -0.359
O 2.525 2.553 -1.047 1.854 -0.270 -0.831
F 3.101 3.881 -3.362 0.688 -0.913 0.105
P -2.049 -2.027 1.616 0.598 1.270 -0.830
C -5.805 -0.485 2.260 0.097 0.173 0.026
```
Forces are in eV/Å.

Summary:
total charge: 0
M: 686.8 g mol⁻¹
energy above the lowest of the compared OMol25 structures with the same formula, charge and spin: 0.0000 eV
2S+1: 1
HOMO energy: -7.604 eV
calculated total energy: -77686.8285 eV
frontier orbital gap: 7.32 eV
largest force on an atom: 2.05 eV/Å